Computed, not measured: one molecule with the formula C4H5N3O in a non-equilibrium geometry, with the ωB97M-V functional and the def2-TZVPD basis.

Orbital gap, eV: 8.70
Strongest force on any atom, eV/A: 7.19
LUMO, eV: -0.26
SMILES string: Cc1[nH]ncc1N=O
2S+1: 1
Energy relative to the best compared isomer or geometry (same formula, charge and spin), eV: 4.724

Each line ends with the natural charge from an NBO analysis.
Element x y z (Å)
C: 0.9789 -0.6632 -1.4222  -0.67
C: 0.4486 0.1136 -0.3011  0.20
N: 1.0365 0.8361 0.6619  -0.31
N: 0.3156 1.2790 1.6851  -0.25
C: -0.8505 0.6422 1.5153  -0.02
C: -0.7855 -0.0718 0.3550  -0.12
N: -1.7491 -0.7548 -0.3556  0.11
O: -2.8962 -0.6518 0.1199  -0.34
H: 2.0716 -0.4618 -1.4603  0.23
H: 0.8434 -1.7866 -0.9976  0.26
H: 0.2816 -0.5910 -2.3287  0.27
H: 2.0094 1.2622 0.3273  0.40
H: -1.7044 0.8479 2.2011  0.24